No. 1
Molecular formula: C38H57GeN2O4P3SZr
Method: DFT, ωB97M-V/def2-TZVPD

Geometry as XYZ:
```
107
Properties=species:S:1:pos:R:3:mulliken_charge:R:1
Zr -0.76 -1.13 -0.44 -0.893
C -0.78 -4.60 -2.08 -1.682
P 0.06 -2.99 -2.36 1.910
C 1.78 -3.63 -2.55 -1.699
C -0.32 -2.66 -4.13 -1.154
C -1.41 -1.60 -4.28 -1.364
P -1.17 -0.13 -3.12 3.034
C -2.04 1.07 -4.25 -1.625
C 0.59 0.19 -3.64 -1.399
H -0.17 -5.42 -2.45 0.446
H -1.73 -4.58 -2.60 0.459
H -1.00 -4.75 -1.02 0.124
H 1.79 -4.34 -3.38 0.578
H 2.12 -4.12 -1.64 0.245
H 2.47 -2.81 -2.77 0.306
H -0.57 -3.62 -4.59 0.671
H 0.60 -2.31 -4.59 0.436
H -2.39 -2.03 -4.06 0.480
H -1.43 -1.23 -5.31 0.572
H -1.37 1.41 -5.05 0.358
H -2.38 1.93 -3.69 0.275
H -2.90 0.59 -4.71 0.419
H 0.84 1.21 -3.38 0.221
H 0.73 0.05 -4.72 0.452
H 1.30 -0.46 -3.12 -0.038
C 5.14 -3.69 0.07 -1.359
C 4.35 -2.41 0.09 -0.149
O 2.94 -2.77 0.14 -0.159
P 1.82 -1.68 0.49 0.617
O 2.38 -1.20 1.91 -0.379
C 2.48 0.23 2.23 1.085
C 3.39 0.37 3.41 -1.669
O 0.61 -2.77 0.83 -0.211
C 0.73 -3.75 1.90 -0.091
C 0.96 -5.13 1.34 -1.275
H 6.21 -3.46 0.08 0.440
H 4.92 -4.28 -0.82 0.299
H 4.91 -4.30 0.95 0.298
H 4.53 -1.83 -0.81 0.313
H 4.60 -1.80 0.95 0.219
H 1.50 0.62 2.43 -0.583
H 2.89 0.75 1.35 0.156
H 2.96 -0.13 4.29 0.295
H 3.52 1.43 3.65 0.421
H 4.38 -0.07 3.22 0.385
H -0.21 -3.70 2.46 -0.058
H 1.53 -3.44 2.57 0.290
H 0.12 -5.46 0.73 0.283
H 1.08 -5.83 2.17 0.433
H 1.86 -5.15 0.73 0.188
O -0.40 -0.24 1.37 1.868
C -1.08 -0.50 2.36 0.095
C -2.36 -1.21 2.12 -0.679
C -3.27 -1.42 3.32 -1.357
C -2.72 -2.34 4.40 -0.626
C -1.71 -1.67 5.33 -0.769
C -0.45 -1.18 4.64 -0.608
N -0.60 -0.13 3.62 0.210
H -2.14 -2.18 1.65 0.195
H -2.86 -0.64 1.33 0.244
H -4.21 -1.81 2.94 0.489
H -3.50 -0.44 3.75 0.254
H -2.25 -3.21 3.93 0.186
H -3.55 -2.72 5.00 0.397
H -1.42 -2.36 6.12 0.411
H -2.19 -0.82 5.83 0.307
H 0.07 -2.02 4.17 0.121
H 0.24 -0.78 5.39 0.416
H -1.07 0.71 3.96 0.369
S -2.94 -2.24 -1.23 -0.322
C -2.53 -0.64 -1.85 -0.673
N -2.23 0.33 -0.88 -0.217
C -1.04 0.89 -1.48 0.435
Ge -0.65 2.66 -0.91 -0.016
C -0.73 2.90 1.04 0.121
C 0.26 3.53 1.79 -0.204
C 0.08 3.78 3.16 -0.887
C -1.11 3.43 3.78 -0.282
C -2.12 2.82 3.04 -1.117
C -1.93 2.55 1.69 -0.075
C -1.97 3.95 -1.52 0.348
C -3.29 3.55 -1.79 -0.212
C -4.25 4.48 -2.17 -0.768
C -3.92 5.83 -2.29 -0.535
C -2.62 6.24 -2.02 -0.830
C -1.66 5.31 -1.64 -0.459
C 1.09 3.19 -1.58 -0.182
C 2.27 2.79 -0.94 0.271
C 3.52 3.06 -1.50 -0.793
C 3.60 3.72 -2.71 -0.601
C 2.44 4.12 -3.37 -0.675
C 1.20 3.86 -2.81 -0.143
H 1.19 3.84 1.32 0.430
H 0.87 4.27 3.73 0.451
H -1.25 3.65 4.83 0.452
H -3.06 2.57 3.51 0.417
H -2.72 2.07 1.12 0.323
H -3.55 2.50 -1.71 0.308
H -5.26 4.15 -2.38 0.424
H -4.67 6.55 -2.59 0.375
H -2.36 7.29 -2.11 0.402
H -0.65 5.66 -1.43 0.387
H 2.22 2.26 0.00 -0.227
H 4.42 2.75 -0.98 0.443
H 4.57 3.93 -3.15 0.372
H 2.51 4.64 -4.32 0.405
H 0.30 4.17 -3.33 0.411
```

The value obtained for the HOMO-LUMO gap (alpha / beta) is 0.1769 / 0.1767 hartree. As for the HOMO energy (alpha / beta): -4.88 / -4.88 eV. For the energy relative to the best compared isomer or geometry (same formula, charge and spin), the calculation gives 110.6 kcal per mole. Its multiplicity is 1. The electronic energy comes out at -147998.8669 eV.



No. 2
Molecular formula: C3H3Br4NO3
Method: DFT, ωB97M-V/def2-TZVPD

Geometry as XYZ:
```
14
Properties=species:S:1:pos:R:3:mulliken_spin:R:1
C 1.00 1.00 0.98 0.028
C 0.72 0.15 -0.26 -0.064
C -0.50 -0.64 -0.51 0.594
N -1.24 -1.25 0.68 -0.014
O -0.94 -0.86 1.81 0.079
O -2.10 -2.05 0.41 0.063
O -0.84 -1.18 -1.62 0.153
Br 2.57 1.99 0.72 0.000
Br 0.98 1.28 -1.88 0.042
Br 2.25 -1.11 -0.29 0.127
Br -2.46 1.64 -0.56 1.004
H 0.00 1.57 1.15 -0.010
H 1.10 0.37 1.88 -0.001
H -0.53 -0.91 -2.49 0.000
```

The value obtained for the HOMO-LUMO gap (alpha / beta) is 0.3049 / 0.2283 hartree. As for the HOMO energy (alpha / beta): -8.61 / -10.33 eV. For the energy relative to the best compared isomer or geometry (same formula, charge and spin), the calculation gives 0.0 kcal per mole. Its multiplicity is 3. The electronic energy comes out at -290955.8579 eV.



No. 3
Molecular formula: C2H7BO3
Method: DFT, ωB97M-V/def2-TZVPD

Geometry as XYZ:
```
13
Properties=species:S:1:pos:R:3:mulliken_charge:R:1
B -0.32 0.70 0.70 0.632
C 0.18 -0.78 -1.64 -0.938
C 1.03 0.06 0.33 -0.211
O -0.52 2.02 0.46 -0.547
O -1.25 -0.11 1.29 -0.581
O 1.46 -1.08 0.94 -0.499
H 0.86 -1.60 -1.76 0.321
H -0.84 -1.03 -1.42 0.268
H 0.33 0.05 -2.30 0.315
H 1.86 0.62 -0.07 0.392
H -1.37 2.40 0.70 0.265
H -2.11 0.28 1.48 0.257
H 0.68 -1.53 1.30 0.325
```

The value obtained for the HOMO-LUMO gap is 0.2964 hartree. As for the HOMO energy: -7.88 eV. For the energy relative to the best compared isomer or geometry (same formula, charge and spin), the calculation gives 80.1 kcal per mole. Its multiplicity is 1. The electronic energy comes out at -9006.7143 eV.



No. 4
Molecular formula: CH2N4O2
Method: DFT, ωB97M-V/def2-TZVPD

Geometry as XYZ:
```
9
Properties=species:S:1:pos:R:3:mulliken_charge:R:1
C -0.02 1.29 0.29 0.562
N -0.07 2.32 0.77 -0.392
N 1.01 -1.03 1.08 -0.376
N 0.03 0.20 -0.38 -0.359
N -1.11 -0.29 -1.02 1.068
O -1.78 0.66 -1.37 -0.516
O -1.21 -1.44 -1.34 -0.555
H 1.50 -0.19 1.53 0.286
H 1.64 -1.53 0.45 0.281
```

The value obtained for the HOMO-LUMO gap (alpha / beta) is 0.2925 / 0.3384 hartree. As for the HOMO energy (alpha / beta): -11.12 / -11.27 eV. For the energy relative to the best compared isomer or geometry (same formula, charge and spin), the calculation gives 163.2 kcal per mole. Its multiplicity is 1. The electronic energy comes out at -11116.5461 eV.



No. 5
Molecular formula: C6H11N2
Method: DFT, ωB97M-V/def2-TZVPD

Geometry as XYZ:
```
19
Properties=species:S:1:pos:R:3:mulliken_charge:R:1
C 0.97 2.09 -1.73 -1.338
C 0.85 1.45 -0.34 -0.284
C -0.58 0.89 -0.07 -0.785
C -0.54 -0.49 0.51 0.386
C -0.38 -0.88 1.79 -0.589
N -0.38 -2.30 1.74 -0.016
C -0.62 -2.71 0.51 -0.221
N -0.75 -1.61 -0.25 -0.084
H 0.36 2.99 -1.82 0.341
H 1.98 2.48 -1.83 0.370
H 0.83 1.37 -2.54 0.382
H 1.01 2.29 0.33 0.270
H 1.58 0.67 -0.17 0.376
H -1.07 0.84 -1.04 0.377
H -1.23 1.50 0.54 0.405
H -0.26 -0.35 2.71 0.417
H -0.41 -2.77 2.63 0.254
H -0.70 -3.76 0.30 0.424
H -0.66 -1.70 -1.27 0.314
```

The value obtained for the HOMO-LUMO gap is 0.3998 hartree. As for the structure (SMILES): CCCc1c[nH]c[nH+]1. As for the HOMO energy: -14.21 eV. For the energy relative to the best compared isomer or geometry (same formula, charge and spin), the calculation gives 9.0 kcal per mole. Its multiplicity is 1. The total charge is +1. The electronic energy comes out at -9374.3431 eV.